[1]
Here is one molecule with the formula C3H5FN2O2 from OMol25. Energies are from wB97M-V/def2-TZVPD.

Each atom is followed by the atoms it is bonded to, with distances in Å.
Cartesian coordinates (Å):
1 N -0.80 1.32 0.13  N2 1.406, H9 1.033, H10 1.003
2 N -0.52 -0.06 0.12  N1 1.406, C3 1.386, C5 1.395
3 C -1.57 -0.96 0.09  N2 1.386, O4 1.206, H11 1.099
4 O -2.72 -0.59 0.05  C3 1.206
5 C 0.80 -0.49 0.26  N2 1.395, O6 1.217, C7 1.530
6 O 1.09 -1.66 0.43  C5 1.217
7 C 1.85 0.62 0.13  C5 1.530, F8 1.375, H12 1.099, H13 1.097
8 F 1.66 1.30 -1.05  C7 1.375
9 H -0.91 1.64 -0.84  N1 1.033
10 H -1.69 1.41 0.59  N1 1.003
11 H -1.21 -2.00 0.13  C3 1.099
12 H 1.76 1.33 0.97  C7 1.099
13 H 2.82 0.11 0.11  C7 1.097

ΔE to the lowest compared entry with this formula, charge and spin: 14.8 kcal/mol
max |F|: 0.98 eV/A
calculated total energy: -12984.0220 eV
frontier orbital gap: 0.39338 Ha
SMILES: NN(C=O)C(=O)CF
multiplicity: 1
highest occupied orbital energy: -0.375 Ha


[2]
Here is one molecule with the formula C3H5FN2S from OMol25. Energies are from wB97M-V/def2-TZVPD.

Each atom is followed by the atoms it is bonded to, with distances in Å.
Cartesian coordinates (Å):
1 C 0.60 0.97 0.15  C2 1.403, S7 1.647, H8 1.083
2 C -0.30 -0.11 0.12  C1 1.403, C3 1.472, N5 1.282
3 C -1.69 0.33 -0.09  C2 1.472, H9 1.095, H10 1.140, H11 1.112
4 N 2.52 -0.76 -0.21  S7 1.540, H12 0.987
5 N 0.19 -1.29 0.03  C2 1.282, F6 1.391
6 F -0.66 -2.39 0.09  N5 1.391
7 S 2.23 0.72 0.13  C1 1.647, N4 1.540
8 H 0.13 1.92 -0.05  C1 1.083
9 H -1.88 1.11 -0.84  C3 1.095
10 H -2.06 0.77 0.89  C3 1.140
11 H -2.57 -0.35 -0.16  C3 1.112
12 H 3.48 -0.92 -0.06  N4 0.987

ΔE to the lowest compared entry with this formula, charge and spin: 108.5 kcal/mol
max |F|: 4.57 eV/A
calculated total energy: -19719.9209 eV
frontier orbital gap (alpha / beta): 0.29934 / 0.29938 Ha
multiplicity: 1
highest occupied orbital energy (alpha / beta): -0.320 / -0.320 Ha


[3]
Here is one molecule with the formula C3H5FN4 from OMol25. Energies are from wB97M-V/def2-TZVPD.

Each atom is followed by the atoms it is bonded to, with distances in Å.
Cartesian coordinates (Å):
1 C 0.96 -3.65 -1.02  N4 1.204, F8 1.269
2 C -0.20 -1.34 -0.93  N6 1.296, N7 1.326
3 C 0.62 0.00 1.10  N6 1.475, H9 1.100, H10 1.078, H11 1.072
4 N 1.04 -3.32 0.13  C1 1.204, N5 1.219
5 N 1.19 -2.30 0.79  N4 1.219, N6 1.510
6 N 0.44 -1.14 0.18  C2 1.296, C3 1.475, N5 1.510
7 N -0.67 -0.34 -1.67  C2 1.326, H12 1.021, H13 1.008
8 F 0.23 -4.58 -1.48  C1 1.269
9 H 0.28 0.83 0.47  C3 1.100
10 H 0.06 -0.07 2.02  C3 1.078
11 H 1.64 0.22 1.33  C3 1.072
12 H -1.31 -0.46 -2.45  N7 1.021
13 H -0.86 0.60 -1.37  N7 1.008

ΔE to the lowest compared entry with this formula, charge and spin: 129.3 kcal/mol
max |F|: 4.06 eV/A
calculated total energy: -11863.9081 eV
frontier orbital gap (alpha / beta): 0.31793 / 0.31795 Ha
multiplicity: 1
highest occupied orbital energy (alpha / beta): -0.302 / -0.302 Ha


[4]
Here is one molecule with the formula C3H5FO from OMol25. Energies are from wB97M-V/def2-TZVPD.

Each atom is followed by the atoms it is bonded to, with distances in Å.
Cartesian coordinates (Å):
1 F -1.69 1.09 0.01  C2 1.500
2 C -0.20 1.23 0.04  F1 1.500, C3 1.624, H6 1.094, H7 1.139
3 C 0.30 -0.14 0.76  C2 1.624, C4 1.516, O5 1.588, H8 1.250
4 C 0.28 -1.06 -0.45  C3 1.516, O5 1.360, H9 1.072, H10 1.291
5 O 1.54 -0.69 -0.08  C3 1.588, C4 1.360
6 H -0.20 2.25 0.42  C2 1.094
7 H 0.24 1.02 -0.99  C2 1.139
8 H 0.38 -0.58 1.92  C3 1.250
9 H -0.35 -0.91 -1.31  C4 1.072
10 H -0.30 -2.21 -0.33  C4 1.291

ΔE to the lowest compared entry with this formula, charge and spin: 91.4 kcal/mol
max |F|: 6.88 eV/A
calculated total energy: -7952.5473 eV
frontier orbital gap: 0.42333 Ha
SMILES: FC[C@H]1CO1
multiplicity: 1
highest occupied orbital energy: -0.384 Ha